C26H28BrClCoN3O9S | wB97M-V/def2-TZVPD

Last column: Mulliken charge in e.
Positions of all 70 atoms, in Å:
Br1 -3.48721 0.47165 1.52030  -0.11
Co1 -0.12247 -0.01005 0.03830  2.65
Cl1 -0.32342 5.08658 -0.41103  -0.22
S1 2.64251 -0.04013 5.47866  1.44
O1 2.67194 1.32196 5.93393  -0.72
O2 -0.78058 -1.03764 1.57901  -1.08
O3 1.95348 -1.48351 0.18804  -0.59
O4 -0.71083 -1.32820 -3.81108  -0.78
O5 2.56369 -1.05306 6.50128  -0.75
O6 -0.34833 -2.62898 3.05735  -0.73
O7 0.17335 -0.94740 -1.80166  -0.76
O8 -0.57098 1.82831 -0.89223  -0.68
O9 1.37089 2.56939 -1.71323  -0.73
N1 -2.23493 -0.41615 -0.76260  0.35
N2 1.40644 -0.19264 4.37212  0.19
N3 0.79210 1.52389 1.49617  1.70
C1 -4.60610 -0.69246 -0.78982  -0.66
C2 3.10221 0.74598 1.36008  0.55
C3 1.44670 3.48916 3.34850  -0.73
C4 0.18415 2.66428 -1.44804  0.39
C5 -0.96940 -0.47170 3.90368  0.22
C6 2.05446 1.68103 1.88512  -0.36
C7 5.27656 -1.86333 3.04529  -0.71
C8 -0.65647 -1.48333 2.75888  -0.01
C9 6.21216 -0.86826 2.77057  1.22
C10 -0.52212 4.00970 -1.79916  -0.58
C11 4.08108 -0.36129 4.46537  -0.42
C12 7.33486 -1.14792 1.82075  -1.55
C13 5.02190 0.62284 4.24214  -0.36
C14 3.03719 -0.90197 -0.52508  -0.94
C15 -3.31405 -1.26241 -2.71041  -0.69
C16 -3.41400 -0.30450 -0.19676  0.10
C17 -2.17712 -0.89172 -2.00379  0.39
C18 0.14032 3.33445 2.91851  -1.01
C19 -0.12805 2.34802 1.98609  -0.79
C20 0.12056 -0.52881 4.96543  -1.14
C21 -0.77676 -1.05644 -2.62087  0.14
C22 -4.54642 -1.17767 -2.08671  -0.33
C23 6.08817 0.36831 3.39336  -0.84
C24 3.10643 0.57542 -0.16503  0.03
C25 2.41110 2.66316 2.80704  -0.73
C26 4.21380 -1.61432 3.89319  -0.32
H1 2.22622 1.05431 -0.60135  -0.45
H2 6.81930 1.14317 3.20157  0.29
H3 3.96925 -1.41763 -0.23083  0.32
H4 3.98772 1.03418 -0.61321  0.47
H5 3.48875 -2.38183 4.11883  0.47
H6 0.15467 -1.53303 5.40831  0.32
H7 -0.65646 3.95826 3.29222  0.51
H8 6.94377 -1.43828 0.84771  0.29
H9 -1.59035 3.87738 -1.96273  0.26
H10 -5.45061 -1.47902 -2.59449  0.40
H11 7.96518 -0.27338 1.69326  0.38
H12 5.38322 -2.83356 2.57946  0.42
H13 -5.53590 -0.60245 -0.24953  0.43
H14 4.07881 1.07042 1.72084  0.21
H15 1.63325 -0.86368 3.65099  -0.10
H16 2.90132 -1.00918 -1.60416  0.53
H17 1.71063 4.22954 4.08965  0.44
H18 -0.05749 0.20218 5.75766  0.59
H19 -3.18658 -1.61273 -3.72211  0.51
H20 7.94493 -1.96931 2.19144  0.36
H21 -1.92286 -0.75843 4.35315  0.46
H22 -1.13091 2.21220 1.61053  0.34
H23 1.48566 -2.08877 -0.39540  0.33
H24 -1.04898 0.53316 3.48928  -0.15
H25 4.89827 1.57655 4.73170  0.59
H26 2.89427 -0.23626 1.79152  -0.15
H27 -0.03142 4.48498 -2.64727  0.35
H28 3.44414 2.75991 3.10008  0.51

## Properties
- expectation value of S² = 3.76
- Kohn-Sham gap (spin up / spin down) (eV) = 8.5 / 8.6
- multiplicity = 4
- charge = -1

---

C26H28CaN13SSi | wB97M-V/def2-TZVPD

Last column: Mulliken charge in e.
Positions of all 70 atoms, in Å:
Ca1 0.78772 0.10968 -0.15360  2.91
S1 -0.85550 3.47414 3.42144  -0.12
Si1 -4.16520 -0.35183 -0.29649  -0.04
N1 2.40923 0.28199 1.59601  0.26
N2 0.18823 1.99285 -1.69538  0.03
N3 3.27572 1.22530 3.40929  -0.04
N4 -2.18555 -2.96553 -2.68247  -0.58
N5 0.01669 1.79082 1.72130  0.36
N6 2.61761 0.48984 -1.68859  -0.14
N7 -0.52918 3.45085 -3.95793  -0.58
N8 -1.70737 -3.11190 1.39321  -0.55
N9 4.04395 0.45913 -3.31788  0.08
N10 -0.04233 -1.59950 1.37682  -0.05
N11 -1.00166 -3.13631 2.55262  -0.04
N12 3.06284 1.26923 -3.75633  -0.65
N13 -0.19221 -1.41374 -1.39700  -0.77
C1 -1.26355 -2.19851 -3.40730  -1.01
C2 0.59772 2.75387 -3.91106  -0.48
C3 6.03729 -1.20051 2.90108  -0.41
C4 1.01720 1.98862 2.65914  -0.11
C5 -2.22695 -2.81141 -1.42168  -0.71
C6 0.95821 2.02879 -2.78073  0.31
C7 -1.29883 3.41539 -2.87573  -0.47
C8 -1.45925 -1.72004 -0.69658  2.45
C9 4.26138 -1.40210 1.25722  -0.50
C10 -1.02614 2.50663 2.03607  -0.24
C11 5.40948 -0.15480 3.54575  -1.19
C12 -0.94546 2.68888 -1.75212  -0.25
C13 -1.09776 -2.17808 0.70709  -1.10
C14 0.71201 2.85910 3.65256  -0.71
C15 -4.87297 -1.80809 0.60689  -1.06
C16 -0.01933 -2.24187 2.52653  -0.25
C17 -0.26310 -1.57824 -2.74366  -0.14
C18 3.62692 -0.33201 1.88970  -0.28
C19 4.18954 0.25566 3.01663  0.52
C20 2.22397 1.26037 -2.75152  0.14
C21 3.77556 0.00177 -2.09852  -0.36
C22 -4.94696 -0.17088 -1.96539  -1.13
C23 -4.47636 1.18043 0.73293  -1.09
C24 -2.28531 -0.39294 -0.55929  0.14
C25 5.46803 -1.82392 1.77463  -0.89
C26 2.24324 1.18356 2.53019  -0.09
H1 5.98374 -2.65899 1.31970  0.44
H2 -1.95060 2.49660 1.47331  0.27
H3 -3.94085 1.11244 1.68645  0.25
H4 1.23987 2.76046 -4.78231  0.50
H5 0.58615 -1.19645 -3.31148  0.33
H6 -2.84186 -3.48575 -0.83083  0.55
H7 -4.80549 -2.72947 0.02847  0.33
H8 -5.53886 1.29843 0.96115  0.44
H9 -4.15764 2.09193 0.21313  0.30
H10 -6.03845 -0.17173 -1.91441  0.39
H11 4.84279 0.27040 -3.90076  0.19
H12 0.67613 -2.09072 3.33736  0.53
H13 3.80019 -1.90787 0.41708  0.71
H14 4.42899 -0.65727 -1.55024  0.53
H15 3.36021 1.83825 4.20070  0.22
H16 -4.37919 -1.97599 1.56675  0.32
H17 1.31378 3.16798 4.49276  0.39
H18 -5.93188 -1.60713 0.79712  0.45
H19 -2.12556 0.13779 -1.50486  0.25
H20 -2.22673 3.97370 -2.89891  0.41
H21 -4.62972 0.75851 -2.44761  0.31
H22 -4.63582 -1.00243 -2.60567  0.37
H23 -1.83290 0.20940 0.25226  -0.35
H24 -1.25746 -2.31715 -4.47985  0.41
H25 5.84536 0.31087 4.41944  0.43
H26 -1.23620 -3.79813 3.27225  0.18
H27 -1.59507 2.65725 -0.88681  0.25
H28 6.98547 -1.55962 3.27791  0.40

## Properties
- Kohn-Sham gap (eV) = 5.7
- charge = +1

---

C26H28I2N10O7SV | wB97M-V/def2-TZVPD

Last column: Mulliken charge in e.
Positions of all 75 atoms, in Å:
I1 -5.24186 -1.20827 0.68144  0.05
I2 -4.29638 1.23823 6.01463  0.11
V1 -0.70797 0.27211 -0.64846  1.38
S1 2.39736 1.31416 -3.81801  -0.15
O1 5.08215 -1.86026 2.31035  -0.52
O2 1.36172 -1.72819 -2.42962  -0.64
O3 -0.65480 -2.63826 0.69344  -0.62
O4 0.55875 -0.80550 0.22492  0.08
O5 4.73864 -3.51916 3.88570  -0.49
O6 -2.24755 -0.10216 0.29945  1.16
O7 0.48040 -3.64697 -2.06509  -0.81
N1 -3.07925 -1.99923 -2.06649  -0.46
N2 -1.86865 -3.85816 -1.59093  -0.34
N3 -1.87743 2.14448 -1.45486  0.32
N4 1.75092 1.61767 -1.38358  -0.98
N5 0.41192 -2.44113 -2.19672  1.10
N6 -3.20222 -0.62926 -2.33286  -0.23
N7 0.62154 1.13143 -2.01752  0.90
N8 -0.80249 -1.78182 -2.12387  -0.34
N9 -0.26903 1.77554 0.77392  -0.10
N10 -0.15360 0.47711 -4.12262  -0.30
C1 -2.83929 4.63222 -2.24119  -0.34
C2 2.77111 -1.81955 1.47895  -1.03
C3 0.36405 -1.99269 0.80670  0.04
C4 3.57907 -3.26932 3.22104  0.92
C5 1.31343 -3.42327 2.59036  -0.57
C6 2.35653 -3.86358 3.41039  -1.13
C7 1.51260 -2.42552 1.64686  0.10
C8 -2.54195 2.30332 -2.60770  -0.13
C9 2.75766 1.73426 -2.16612  0.28
C10 -1.86545 -2.57524 -1.91539  0.40
C11 3.78097 -2.27590 2.27774  1.25
C12 -3.04118 3.51485 -3.03680  -1.16
C13 -2.14529 4.48363 -1.05822  -1.12
C14 -1.67960 3.22635 -0.69594  0.63
C15 -2.32807 1.15965 3.72800  -0.64
C16 0.81000 0.92512 -3.29912  0.12
C17 5.01974 0.93758 -1.44875  -0.79
C18 -3.93887 -0.19143 1.95209  -0.58
C19 -0.42060 1.23029 2.14486  -1.19
C20 -0.95953 3.06678 0.61807  -1.04
C21 5.73577 -2.69551 3.27133  -0.26
C22 -1.84737 0.85618 2.46034  0.74
C23 -2.66653 0.18422 1.54266  -0.08
C24 -4.41293 0.09628 3.22498  -0.32
C25 -3.60274 0.77863 4.11721  -0.69
C26 4.12374 2.14546 -1.72284  -0.66
H1 -0.86239 -0.11209 -3.69058  0.06
H2 -0.98042 -4.30485 -1.40547  0.22
H3 -3.56829 3.57589 -3.97760  0.45
H4 2.91985 -1.04453 0.74205  0.30
H5 -1.95914 5.32926 -0.41047  0.52
H6 4.57270 2.78587 -2.48424  0.38
H7 -0.07562 1.96811 2.87440  0.55
H8 2.21446 -4.63382 4.15329  0.45
H9 6.20037 -2.07148 4.03434  0.25
H10 -1.70287 3.15060 1.41609  0.44
H11 0.72461 1.89958 0.57678  0.32
H12 0.12636 0.18534 -5.04510  0.32
H13 0.32937 -3.86099 2.67874  0.53
H14 0.23916 0.36495 2.21009  0.19
H15 5.96699 1.26607 -1.02612  0.38
H16 -2.73134 -4.31939 -1.36256  0.18
H17 4.00206 2.74780 -0.82222  0.26
H18 -3.85705 -2.44458 -1.59316  0.18
H19 -0.25351 3.88926 0.75311  0.50
H20 -3.21300 5.60135 -2.54289  0.44
H21 4.54590 0.25651 -0.74240  0.10
H22 -5.40910 -0.20994 3.51088  0.41
H23 -2.66162 1.41499 -3.20935  0.38
H24 -1.68466 1.68911 4.41896  0.48
H25 -4.00745 -0.51182 -2.94369  0.33
H26 5.23117 0.38187 -2.36211  0.33
H27 -3.40729 -0.15643 -1.44728  -0.07
H28 6.46330 -3.33185 2.76372  0.26

## Properties
- expectation value of S² = 2.01
- Kohn-Sham gap (spin up / spin down) (eV) = 7.3 / 7.8
- multiplicity = 3
- charge = +1